Below is a 10-piece molecular cluster, C40H110N10O10 overall at a distorted geometry, with properties calculated with ωB97M-V/def2-TZVPD.

Properties
Lowest unoccupied orbital energy, eV: 0.33
Relative energy (zero: lowest compared OMol25 entry of this formula, charge and spin), eV: 8.1993
Maximum force, eV Å⁻¹: 3.1
Frontier orbital gap, Ha: 0.34124

Each line ends with the Mulliken charge.
Atoms and positions in Å:
C -5.19 0.35 -3.72  -0.81
O -5.43 1.49 -2.88  -0.29
C -4.80 2.69 -3.35  -0.70
C -5.15 3.77 -2.29  0.49
C -6.49 4.47 -2.59  -1.33
N -4.27 4.92 -2.50  -0.73
H -4.86 0.53 -4.74  0.36
H -6.16 -0.13 -3.85  0.26
H -4.39 -0.23 -3.26  0.24
H -3.74 2.44 -3.43  0.40
H -5.21 2.97 -4.32  0.28
H -5.16 3.26 -1.32  0.30
H -7.15 3.60 -2.58  0.36
H -6.59 4.94 -3.56  0.34
H -6.71 5.20 -1.81  0.28
H -4.07 5.36 -1.62  0.24
H -3.40 4.44 -2.66  0.30
C 11.06 3.75 -2.46  -0.75
O 10.03 3.09 -3.23  -0.28
C 10.42 1.97 -3.96  -0.50
C 9.19 1.19 -4.55  0.44
C 8.27 0.73 -3.42  -1.42
N 9.51 0.04 -5.32  -0.66
H 10.57 4.47 -1.80  0.25
H 11.89 4.16 -3.04  0.29
H 11.49 3.02 -1.77  0.32
H 11.10 2.15 -4.79  0.32
H 11.04 1.34 -3.32  0.23
H 8.52 1.85 -5.11  0.32
H 7.30 0.29 -3.69  0.37
H 7.89 1.60 -2.89  0.39
H 8.75 0.23 -2.58  0.26
H 9.77 0.27 -6.27  0.26
H 10.28 -0.53 -5.00  0.19
C -4.16 4.12 4.35  -0.70
O -3.90 5.52 4.10  -0.37
C -4.94 6.09 3.27  -0.70
C -4.76 7.65 3.09  0.71
C -4.82 8.43 4.38  -1.39
N -5.86 7.97 2.23  -0.71
H -4.31 3.62 3.40  0.29
H -5.05 4.04 4.99  0.31
H -3.35 3.66 4.92  0.26
H -4.90 5.68 2.27  0.23
H -5.94 5.83 3.60  0.37
H -3.87 7.83 2.50  0.29
H -4.29 7.90 5.18  0.31
H -5.80 8.56 4.83  0.35
H -4.33 9.39 4.23  0.36
H -5.76 8.95 2.00  0.25
H -5.91 7.43 1.38  0.16
C -8.23 1.44 2.53  -0.73
O -9.39 1.95 1.93  -0.34
C -9.71 3.31 2.39  -0.83
C -11.18 3.52 2.24  0.63
C -11.68 4.94 2.47  -1.40
N -11.84 2.71 3.20  -0.76
H -8.37 1.19 3.58  0.32
H -7.39 2.07 2.24  0.27
H -7.90 0.52 2.06  0.30
H -9.38 3.49 3.41  0.37
H -9.26 4.13 1.83  0.34
H -11.41 3.11 1.25  0.26
H -11.52 5.64 1.66  0.38
H -11.32 5.35 3.41  0.33
H -12.77 4.89 2.48  0.38
H -12.84 2.84 3.10  0.23
H -11.69 1.75 2.93  0.26
C 12.02 -2.42 -1.63  -0.87
O 10.73 -3.13 -1.44  -0.38
C 10.60 -4.28 -2.29  -0.79
C 9.21 -5.01 -2.06  0.54
C 7.86 -4.27 -2.33  -1.60
N 9.11 -5.27 -0.60  -0.78
H 12.11 -1.46 -1.11  0.29
H 12.42 -2.34 -2.64  0.32
H 12.76 -2.94 -1.02  0.35
H 10.70 -3.96 -3.32  0.43
H 11.47 -4.93 -2.21  0.42
H 9.22 -5.99 -2.55  0.26
H 7.83 -3.27 -1.88  0.42
H 7.04 -4.95 -2.09  0.44
H 7.71 -4.08 -3.40  0.35
H 9.78 -4.66 -0.14  0.32
H 8.20 -4.94 -0.34  0.27
C -4.17 -5.04 7.75  -0.81
O -3.14 -4.13 7.42  -0.39
C -3.71 -2.92 6.96  -0.66
C -2.92 -1.62 7.21  0.33
C -1.44 -1.88 7.74  -1.23
N -3.46 -0.71 8.19  -0.70
H -4.56 -4.90 8.76  0.32
H -3.74 -6.03 7.86  0.25
H -4.99 -4.95 7.04  0.35
H -3.98 -3.03 5.91  0.39
H -4.73 -2.82 7.33  0.33
H -2.91 -1.03 6.29  0.29
H -0.94 -2.69 7.21  0.33
H -1.57 -2.23 8.76  0.30
H -0.87 -0.95 7.82  0.38
H -3.29 -1.00 9.14  0.28
H -4.43 -0.91 8.02  0.24
C 2.89 -2.66 -6.61  -0.73
O 2.81 -3.96 -6.01  -0.32
C 3.71 -4.90 -6.72  -0.79
C 3.42 -6.50 -6.43  0.66
C 4.64 -7.33 -6.41  -1.49
N 2.44 -7.10 -7.27  -0.79
H 2.70 -2.71 -7.69  0.32
H 3.70 -2.00 -6.32  0.29
H 2.14 -2.00 -6.17  0.28
H 3.76 -4.68 -7.79  0.42
H 4.74 -4.69 -6.44  0.35
H 2.93 -6.59 -5.46  0.25
H 5.20 -7.26 -7.34  0.30
H 4.46 -8.39 -6.23  0.42
H 5.22 -7.06 -5.53  0.35
H 1.64 -6.49 -7.22  0.26
H 2.16 -8.01 -6.95  0.23
C -1.80 -9.63 2.68  -0.64
O -2.81 -9.01 1.85  -0.38
C -3.21 -7.63 2.14  -0.61
C -2.09 -6.55 2.33  0.40
C -1.27 -6.36 1.09  -1.41
N -1.22 -6.52 3.49  -0.60
H -2.21 -9.74 3.68  0.28
H -0.80 -9.21 2.63  0.21
H -1.66 -10.69 2.46  0.27
H -4.02 -7.27 1.50  0.41
H -3.74 -7.62 3.09  0.37
H -2.64 -5.61 2.46  0.23
H -1.82 -6.00 0.22  0.36
H -0.92 -7.34 0.77  0.29
H -0.48 -5.61 1.15  0.41
H -1.75 -6.59 4.35  0.20
H -0.45 -7.16 3.65  0.22
C 3.59 6.52 -3.03  -0.76
O 2.40 6.40 -2.24  -0.29
C 2.48 5.91 -0.92  -0.74
C 1.13 5.54 -0.44  0.36
C 1.01 5.02 1.02  -1.28
N 0.57 4.53 -1.35  -0.59
H 4.37 7.14 -2.59  0.31
H 3.25 7.09 -3.90  0.26
H 4.06 5.59 -3.33  0.30
H 3.11 5.03 -0.79  0.35
H 2.82 6.62 -0.17  0.33
H 0.61 6.49 -0.61  0.32
H 1.47 4.03 1.14  0.25
H 0.00 4.91 1.41  0.34
H 1.46 5.74 1.71  0.39
H 1.20 3.74 -1.26  0.14
H 0.90 4.80 -2.27  0.32
C 3.00 -0.16 -0.66  -0.77
O 1.88 0.52 -0.12  -0.26
C 0.76 -0.45 0.07  -0.66
C -0.64 0.06 0.69  0.36
C -1.56 -1.03 1.27  -1.45
N -1.42 0.81 -0.29  -0.52
H 3.25 -1.09 -0.15  0.32
H 3.90 0.45 -0.62  0.23
H 2.81 -0.33 -1.72  0.32
H 0.62 -1.11 -0.78  0.35
H 1.12 -1.08 0.88  0.30
H -0.41 0.81 1.45  0.25
H -2.50 -0.61 1.63  0.39
H -0.93 -1.49 2.03  0.38
H -1.77 -1.78 0.51  0.34
H -0.82 1.52 -0.68  0.17
H -1.76 0.19 -1.01  0.24